17
Properties=species:S:1:pos:R:3:forces:R:3:nbo_charge:R:1 method="wB97M-V/def2-TZVPD" e_lumo_ev=0.703 fmax_ha_per_bohr=0.03712 homo_ev=-8.166 energy_ha=-346.83892
O -0.006345 0.522199 2.501571 0.000 0.289 0.190 -0.718
C 0.327032 1.154921 1.278707 0.083 0.117 -0.420 -0.047
C 0.376690 0.082057 0.201702 0.098 0.000 -0.020 -0.283
C -0.949516 -0.658868 -0.031041 0.192 0.009 -0.007 -0.555
C -0.958128 -1.008789 -1.503255 -0.589 0.858 -0.254 0.274
O -0.113739 -0.203977 -2.107497 -0.099 -0.278 0.435 -0.480
C 0.663446 0.639265 -1.194135 0.102 0.095 0.151 -0.094
H -0.045621 1.198134 3.191496 0.003 -0.236 -0.139 0.473
H -0.427704 1.911763 0.994689 0.120 -0.187 0.106 0.156
H 1.301821 1.669576 1.344849 -0.209 -0.133 0.042 0.164
H 1.142703 -0.656376 0.470793 -0.082 0.138 -0.023 0.219
H -1.111563 -1.518393 0.623224 0.044 0.127 -0.171 0.250
H -1.803992 0.023781 0.114212 0.114 -0.134 -0.114 0.240
H -0.545507 -2.511580 -1.721503 1.452 -0.920 0.830 0.065
H 0.131578 -2.887021 -1.328443 -1.091 0.409 -0.704 -0.051
H 0.310380 1.669412 -1.327512 0.035 -0.159 0.040 0.186
H 1.708463 0.573895 -1.507855 -0.173 0.006 0.057 0.202